(1)
ORCA calculation (ωB97M-V/def2-TZVPD) on 10 unconnected molecules or ions with the total composition C40H85N5 at a distorted geometry.

```
! wB97M-V def2-TZVPD RIJCOSX def2/J DEFGRID3
* xyz 0 1
C -2.953 4.549 -4.649
C -2.233 3.243 -4.635
C -2.101 2.596 -3.272
C -1.424 3.541 -2.272
C -1.139 2.869 -0.968
C -0.780 3.874 0.080
H -3.038 4.814 -5.712
H -2.408 5.405 -4.256
H -3.961 4.592 -4.237
H -2.682 2.542 -5.336
H -1.253 3.415 -5.095
H -1.589 1.638 -3.260
H -3.114 2.387 -2.916
H -0.468 3.806 -2.720
H -2.047 4.411 -2.068
H -1.929 2.212 -0.626
H -0.395 2.075 -1.129
H -0.003 4.575 -0.241
H -1.671 4.412 0.390
H -0.397 3.347 0.957
C -0.235 0.099 -7.256
C -0.661 0.029 -5.797
C 0.021 -1.136 -4.976
C -0.560 -1.435 -3.610
C 0.096 -2.618 -2.855
C 0.079 -3.960 -3.673
H 0.837 0.268 -7.400
H -0.680 0.994 -7.691
H -0.485 -0.802 -7.814
H -0.429 0.994 -5.339
H -1.749 -0.046 -5.797
H 1.097 -0.909 -4.865
H 0.001 -2.043 -5.579
H -0.575 -0.494 -3.036
H -1.614 -1.718 -3.680
H 1.118 -2.455 -2.458
H -0.367 -2.755 -1.870
H -0.911 -4.199 -4.051
H 0.693 -3.745 -4.544
H 0.431 -4.850 -3.154
C -7.155 -5.652 2.082
C -6.036 -5.071 2.884
C -5.107 -4.161 2.154
C -3.943 -3.614 3.025
C -2.934 -2.787 2.189
C -1.763 -2.441 3.115
H -7.866 -6.250 2.647
H -6.820 -6.262 1.235
H -7.800 -4.863 1.703
H -6.417 -4.618 3.792
H -5.422 -5.887 3.260
H -5.581 -3.277 1.723
H -4.668 -4.676 1.287
H -4.429 -2.994 3.785
H -3.362 -4.386 3.528
H -2.642 -3.406 1.342
H -3.379 -1.862 1.808
H -0.937 -1.904 2.642
H -2.200 -1.953 3.976
H -1.296 -3.362 3.503
C 4.331 -0.992 2.258
C 4.763 -2.019 3.300
C 3.682 -2.244 4.406
C 2.518 -3.042 3.894
C 1.568 -3.473 4.999
C 0.857 -2.284 5.677
H 5.085 -0.830 1.483
H 4.131 -0.031 2.754
H 3.447 -1.321 1.705
H 4.984 -2.961 2.786
H 5.676 -1.644 3.753
H 3.400 -1.286 4.848
H 4.121 -2.774 5.265
H 1.980 -2.453 3.158
H 2.933 -3.924 3.405
H 0.846 -4.213 4.635
H 2.116 -4.087 5.723
H 0.322 -1.697 4.931
H 0.094 -2.694 6.315
H 1.599 -1.675 6.172
C 2.592 1.634 -4.507
C 3.668 1.139 -3.567
C 3.642 1.912 -2.252
C 4.796 1.608 -1.323
C 4.678 2.314 0.052
C 5.907 2.149 0.920
H 2.769 2.688 -4.754
H 1.593 1.519 -4.070
H 2.554 1.137 -5.477
H 3.474 0.106 -3.334
H 4.623 1.336 -4.044
H 2.715 1.714 -1.692
H 3.689 2.978 -2.496
H 4.858 0.524 -1.127
H 5.696 1.969 -1.830
H 4.544 3.395 -0.058
H 3.826 1.931 0.609
H 6.154 1.104 1.132
H 6.775 2.630 0.448
H 5.775 2.621 1.898
C -2.778 1.224 2.356
C -1.968 1.130 3.636
N -1.438 1.062 4.640
H -3.850 1.070 2.418
H -2.332 0.422 1.764
H -2.639 2.173 1.837
C 2.464 4.481 1.544
C 1.830 5.774 1.444
N 1.264 6.772 1.357
H 1.987 3.823 2.267
H 3.481 4.575 1.926
H 2.316 4.016 0.566
C 2.197 1.890 4.951
C 2.220 3.226 5.562
N 2.270 4.254 6.034
H 1.208 1.679 4.551
H 2.495 1.067 5.619
H 2.903 1.869 4.118
C -5.307 0.045 -1.725
C -3.922 -0.262 -1.354
N -2.835 -0.516 -1.057
H -5.931 -0.068 -0.846
H -5.681 -0.679 -2.435
H -5.359 1.028 -2.173
C 0.479 -0.488 0.100
C 0.963 0.462 1.149
N 1.355 1.173 1.952
H 0.916 -1.464 0.253
H 0.748 -0.093 -0.883
H -0.604 -0.506 0.159
*
```

## Properties
- Frontier orbital gap: 10.98 eV
- Total energy: -50308.138 eV
- SMILES: CCCCCC.CCCCCC.CCCCCC.CCCCCC.CCCCCC.CC#N.CC#N.CC#N.CC#N.CC#N

Atom charges from the Mulliken analysis, given in e for atoms 1 to 5: atom 1 (C): -1.565, atom 2 (C): -0.344, atom 3 (C): 1.248, atom 4 (C): -0.888, atom 5 (C): 1.133

(2)
ORCA calculation (ωB97M-V/def2-TZVPD) on a molecular structure, C27H41Al2Cl10CsF4ILiN2O9P at a distorted geometry.

```
! wB97M-V def2-TZVPD RIJCOSX def2/J DEFGRID3
* xyz 1 1
C -5.290 1.914 2.559
C -5.013 3.294 3.229
O -4.152 3.241 4.385
C -2.971 2.551 4.147
O -2.899 1.415 4.506
C -1.717 3.226 3.462
C -0.740 2.062 3.098
C 0.589 2.478 2.387
C 0.490 3.278 1.046
I 2.657 3.715 0.696
C -0.079 4.735 1.004
O -0.281 5.524 1.851
O -0.292 5.013 -0.351
C -0.131 3.863 -1.226
C -1.042 3.901 -2.504
O -1.079 2.628 -3.216
O -0.581 2.763 -4.505
C -0.247 2.670 -0.224
C 0.556 1.334 -0.735
C 0.310 0.142 0.023
C 1.003 -1.125 -0.314
C 1.923 -0.939 -1.485
C 1.993 0.321 -2.118
N 1.363 1.527 -1.841
P -2.056 2.073 -0.021
C -3.216 3.566 -0.101
O -2.430 1.020 -1.295
H -5.428 1.068 3.278
H -4.479 1.634 1.833
H -6.204 2.048 1.921
H -5.992 3.691 3.595
H -4.608 4.069 2.533
H -2.137 3.752 2.565
H -1.235 3.930 4.177
H -0.439 1.596 4.072
H -1.289 1.250 2.565
H 1.260 1.599 2.207
H 1.153 3.134 3.102
H 0.888 4.086 -1.651
H -0.546 4.616 -3.213
H -2.063 4.317 -2.342
H -1.140 3.344 -5.065
H -0.386 0.165 0.880
H 0.841 -2.075 0.230
H 2.536 -1.781 -1.852
H 2.674 0.367 -3.006
H -2.715 4.507 0.217
H -4.093 3.397 0.562
H -3.633 3.682 -1.135
H -2.893 0.267 -0.888
Li 5.226 5.079 0.775
C 6.856 0.181 0.314
C 6.987 1.701 0.388
O 8.033 2.192 -0.075
O 6.002 2.296 0.917
H 7.735 -0.265 -0.151
H 6.746 -0.231 1.318
H 5.975 -0.086 -0.272
C 6.832 7.743 -2.461
Cl 6.190 6.477 -1.384
Cl 6.534 9.333 -1.747
Cl 8.560 7.510 -2.680
Cl 6.018 7.642 -4.043
Cs 3.526 7.066 -3.715
C -5.760 -2.642 2.838
Cl -7.336 -1.848 3.003
Cl -5.566 -3.217 1.170
Cl -4.477 -1.485 3.231
Cl -5.673 -4.018 3.946
Cl 2.985 0.241 0.644
F 1.425 -3.876 1.485
Al 3.080 -3.832 1.988
F 3.664 -2.226 1.930
F 4.061 -4.835 0.850
F 3.232 -4.479 3.572
C -0.803 -4.109 -2.542
C -0.796 -5.624 -2.683
N -0.316 -6.315 -1.500
C -0.039 -7.727 -1.730
C -1.215 -8.636 -2.093
C -1.007 -6.008 -0.253
C -2.518 -6.251 -0.200
H 0.182 -3.737 -2.254
H -1.069 -3.649 -3.497
H -1.533 -3.769 -1.803
H -0.135 -5.867 -3.521
H -1.803 -5.958 -2.973
H 0.468 -8.140 -0.852
H 0.700 -7.795 -2.536
H -1.843 -8.849 -1.228
H -0.837 -9.595 -2.454
H -1.838 -8.215 -2.883
H -0.825 -4.958 -0.012
H -0.531 -6.553 0.566
H -3.034 -5.879 -1.088
H -2.942 -5.730 0.662
H -2.755 -7.308 -0.079
Al 1.193 2.191 -3.964
Cl 5.700 -4.792 0.029
*
```

## Properties
- Frontier orbital gap: 2.42 eV
- Total energy: -217489.273 eV

Atom charges from the Mulliken analysis, given in e for atoms 1 to 5: atom 1 (C): -0.440, atom 2 (C): -0.355, atom 3 (O): -0.443, atom 4 (C): 0.360, atom 5 (O): -0.473

(3)
ORCA calculation (ωB97M-V/def2-TZVPD) on C4H8O2 in the gas phase.

```
! wB97M-V def2-TZVPD RIJCOSX def2/J DEFGRID3
* xyz 0 1
C -1.795 0.275 -0.412
O -1.167 -0.031 0.811
C -0.161 -0.999 0.663
C 1.076 -0.527 -0.133
C 1.562 0.903 0.046
O 1.665 -1.310 -0.845
H -2.612 0.966 -0.198
H -1.098 0.754 -1.116
H -2.207 -0.624 -0.890
H 0.148 -1.274 1.680
H -0.530 -1.915 0.174
H 2.623 0.878 0.314
H 1.005 1.451 0.806
H 1.492 1.454 -0.899
*
```

## Properties
- Frontier orbital gap: 10.42 eV
- Total energy: -8371.895 eV
- Energy relative to the best compared isomer or geometry (same formula, charge and spin): 32.0 kcal/mol
- SMILES: COCC(C)=O

Atom charges from the Mulliken analysis, given in e for atoms 1 to 5: atom 1 (C): -0.621, atom 2 (O): -0.368, atom 3 (C): -0.499, atom 4 (C): 0.687, atom 5 (C): -1.016

LUMO energy in eV, matching the order above: 0.048; -5.937; 0.892
HOMO level in eV, matching the order above: -10.93; -8.36; -9.52